Entry 1:
19
Properties=species:S:1:pos:R:3:nbo_charge:R:1 method="wB97M-V/def2-TZVPD" lumo_energy_ev=0.99 mol_weight_g_mol=121.12 charge=0 homo_ev=-8.26 relative_energy_ev=3.0278 gap_ev=9.247
C 2.84 0.47 0.24 -0.640
C -2.23 -1.13 0.21 -0.438
C -1.61 1.18 -0.26 -0.415
C 1.43 0.77 -0.05 -0.676
N -1.18 -0.27 -0.28 -0.762
O 0.93 -1.78 -0.53 -0.978
P 0.28 -0.75 0.55 1.181
H 3.07 -0.62 -0.15 0.210
H 3.44 1.18 -0.32 0.223
H 2.93 0.27 1.33 0.217
H -3.25 -0.80 -0.05 0.207
H -2.11 -2.12 -0.21 0.194
H -2.22 -1.19 1.35 0.175
H -2.39 1.16 0.41 0.187
H -0.85 1.94 0.17 0.200
H -1.80 1.54 -1.28 0.206
H 1.12 0.99 -1.12 0.220
H 1.27 1.70 0.46 0.204
H 0.34 -2.54 -0.46 0.485

=====

Entry 2:
119
Properties=species:S:1:pos:R:3:mulliken_charge:R:1 method="wB97M-V/def2-TZVPD" lumo_energy_ev=-1.81 mol_weight_g_mol=1004.04 charge=+1 homo_ev=-10.62 relative_energy_ev=0.0000 gap_ev=8.805
Sr 0.42 0.15 -0.15 1.819
O 7.04 0.11 -0.38 -0.522
C 6.89 0.02 0.93 0.441
O 7.84 0.05 1.72 -0.609
C 5.51 -0.14 1.44 -0.721
C 5.21 -0.14 2.79 0.804
Cl 6.20 -0.21 4.14 -0.105
N 3.88 -0.28 2.93 0.420
N 3.20 -0.33 1.72 0.246
C 4.20 -0.26 0.80 0.060
C 3.76 -0.36 -0.62 0.004
O 4.59 -0.48 -1.53 -0.884
O 2.47 -0.42 -0.80 -0.282
C 3.23 -0.48 4.13 -0.140
C 2.44 -1.62 4.36 -0.203
C 1.75 -1.73 5.56 -0.675
C 1.90 -0.76 6.58 -0.611
C 2.74 0.34 6.36 -0.815
C 3.38 0.49 5.13 -0.115
H 6.19 -0.12 -0.84 0.438
H 2.37 -2.42 3.64 0.368
H 1.08 -2.57 5.73 0.467
H 1.34 -0.86 7.51 0.450
H 2.91 1.09 7.13 0.379
H 4.00 1.36 4.93 0.549
C -2.41 2.74 4.51 -0.838
N -1.78 3.29 3.35 0.172
C -2.35 4.58 2.97 -0.705
C -1.57 5.01 1.74 -0.388
N -0.60 3.94 1.61 0.186
C 0.39 3.84 0.59 -0.990
C -0.90 2.85 2.39 -0.343
N -0.44 1.66 2.04 0.471
C 0.10 0.81 3.08 -1.568
C -0.74 -0.46 3.15 -0.684
N -0.40 -1.27 2.00 1.429
C -0.58 -2.56 2.07 -1.062
N 0.16 -3.45 1.35 0.605
C 1.31 -3.09 0.58 -0.631
C -0.28 -4.80 1.52 -0.669
C -1.55 -4.64 2.29 -0.694
N -1.53 -3.28 2.76 0.247
C -2.64 -2.86 3.56 -0.770
H -2.81 3.59 5.09 0.357
H -1.74 2.20 5.20 0.272
H -3.25 2.06 4.26 0.260
H -2.24 5.30 3.78 0.446
H -3.44 4.45 2.76 0.347
H -1.05 6.00 1.84 0.344
H -2.19 5.11 0.82 0.060
H 0.73 4.83 0.28 0.339
H -0.02 3.32 -0.29 0.058
H 1.24 3.25 0.97 0.355
H 0.06 1.33 4.03 0.786
H 1.19 0.66 2.84 -0.344
H -1.81 -0.21 3.15 0.320
H -0.51 -1.02 4.09 0.080
H 1.99 -2.40 1.10 -0.102
H 0.99 -2.59 -0.34 -0.155
H 1.86 -3.99 0.25 0.479
H 0.47 -5.46 1.99 0.343
H -0.48 -5.26 0.52 0.296
H -1.62 -5.35 3.12 0.458
H -2.45 -4.81 1.66 0.333
H -3.12 -3.81 3.89 0.394
H -3.38 -2.29 2.99 0.170
H -2.30 -2.31 4.47 0.246
C -0.79 -0.82 -4.03 -1.599
C -1.09 0.65 -4.12 -1.532
P -0.41 1.80 -2.80 1.037
C -1.31 3.33 -3.20 0.141
C -2.34 3.74 -2.32 -0.635
C -3.07 4.90 -2.59 -0.456
C -2.85 5.66 -3.75 -0.652
C -1.80 5.25 -4.61 -0.699
C -1.07 4.07 -4.36 -0.415
C 1.29 2.10 -3.35 1.209
C 2.12 1.00 -3.57 -0.433
C 3.43 1.17 -4.08 -0.954
C 3.95 2.46 -4.30 -0.770
C 3.14 3.57 -3.99 -0.697
C 1.84 3.39 -3.48 -0.754
P -0.97 -1.76 -2.43 1.610
C -2.75 -1.66 -2.08 0.078
C -3.72 -1.75 -3.11 -0.182
C -5.07 -1.70 -2.78 -0.692
C -5.50 -1.58 -1.45 -0.692
C -4.54 -1.49 -0.44 -0.523
C -3.17 -1.51 -0.75 -0.385
C -0.80 -3.45 -3.10 0.447
C 0.26 -3.68 -4.00 -0.540
C 0.40 -4.93 -4.60 -0.611
C -0.51 -5.97 -4.30 -0.697
C -1.52 -5.73 -3.33 -0.533
C -1.69 -4.48 -2.74 -0.718
H 0.25 -0.98 -4.32 0.714
H -1.43 -1.35 -4.78 0.755
H -2.19 0.84 -4.12 0.537
H -0.73 1.05 -5.09 0.603
H -2.54 3.18 -1.41 0.380
H -3.85 5.20 -1.88 0.408
H -3.46 6.52 -3.99 0.428
H -1.55 5.81 -5.50 0.415
H -0.33 3.71 -5.09 0.408
H 1.82 -0.01 -3.34 0.303
H 3.98 0.25 -4.27 0.406
H 4.96 2.62 -4.70 0.397
H 3.49 4.58 -4.19 0.438
H 1.26 4.26 -3.22 0.606
H -3.38 -1.91 -4.12 0.441
H -5.80 -1.73 -3.57 0.447
H -6.56 -1.49 -1.22 0.401
H -4.78 -1.39 0.61 0.454
H -2.44 -1.36 0.04 0.470
H 0.96 -2.88 -4.22 0.262
H 1.19 -5.09 -5.30 0.478
H -0.39 -6.93 -4.76 0.405
H -2.22 -6.52 -3.04 0.420
H -2.55 -4.26 -2.11 0.394

=====

Entry 3:
7
Properties=species:S:1:pos:R:3:nbo_charge:R:1 method="wB97M-V/def2-TZVPD" lumo_energy_ev=-1.26 mol_weight_g_mol=145.52 charge=0 homo_ev=-11.37 relative_energy_ev=0.5642 gap_ev=10.113
N 1.97 -0.55 -0.01 0.621
O 2.52 -1.26 0.76 -0.276
O 1.87 -0.50 -1.14 -0.236
O -2.98 0.49 -0.27 -0.823
O -1.27 -1.12 0.25 -0.836
S -2.46 -0.81 -0.51 1.655
Cl 0.79 0.75 0.83 -0.105

=====

Entry 4:
68
Properties=species:S:1:pos:R:3:nbo_charge:R:1 method="wB97M-V/def2-TZVPD" lumo_energy_ev=-3.88 mol_weight_g_mol=734.72 charge=+1 homo_ev=-11.54 gap_ev=7.660
Au 0.81 -0.01 -0.74 0.994
C 3.47 2.52 -3.72 -0.648
C 2.76 1.82 -2.57 -0.503
O 2.33 0.49 -2.94 -0.742
P 3.87 1.62 -1.12 2.386
O 5.20 1.04 -1.76 -0.982
O 4.24 3.07 -0.69 -1.001
O 3.24 0.75 -0.09 -1.161
P 1.31 2.82 -1.99 2.382
O 0.51 3.14 -3.34 -0.995
O 1.81 4.02 -1.29 -1.124
O 0.35 1.87 -1.25 -1.141
H 4.33 1.93 -4.04 0.245
H 3.82 3.51 -3.41 0.250
H 2.79 2.65 -4.56 0.225
H 1.76 0.57 -3.72 0.493
H 5.96 1.03 -1.17 0.528
H 3.43 3.64 -0.63 0.554
H 0.62 4.06 -3.62 0.526
N 2.13 -4.92 -1.66 -0.577
N 2.10 -3.72 -0.98 0.203
N 3.10 -3.33 -0.22 -0.239
C 2.70 -2.13 0.15 0.184
N 1.50 -1.86 -0.37 -0.371
N 1.13 -2.89 -1.12 -0.025
H 2.66 -5.58 -1.11 0.404
H 1.18 -5.22 -1.84 0.400
H 3.25 -1.47 0.81 0.273
C -2.43 -2.38 -1.71 -1.111
Si -2.88 -0.80 -0.81 1.264
C -4.42 -1.08 0.21 -1.108
C -3.10 0.59 -2.04 -1.119
Si -1.18 -0.23 0.73 0.041
Si -0.63 -1.79 2.45 1.260
C 0.86 -1.15 3.39 -1.120
C -2.14 -1.89 3.55 -1.105
C -0.30 -3.55 1.88 -1.102
Si -1.46 1.95 1.64 1.293
C -2.03 3.21 0.38 -1.117
C -2.86 1.67 2.86 -1.110
C 0.10 2.49 2.51 -1.119
H -3.17 -2.61 -2.48 0.251
H -2.39 -3.23 -1.02 0.236
H -1.45 -2.30 -2.20 0.239
H -5.21 -1.45 -0.46 0.255
H -4.79 -0.17 0.68 0.245
H -4.27 -1.83 0.99 0.239
H -3.51 0.19 -2.97 0.250
H -2.16 1.09 -2.27 0.252
H -3.79 1.35 -1.67 0.250
H 0.57 -0.44 4.16 0.252
H 1.58 -0.65 2.74 0.237
H 1.36 -1.99 3.88 0.250
H -2.37 -0.96 4.07 0.243
H -1.94 -2.64 4.32 0.252
H -3.04 -2.21 3.01 0.243
H 0.69 -3.67 1.45 0.212
H -1.04 -3.89 1.15 0.241
H -0.36 -4.21 2.75 0.253
H -3.07 3.05 0.10 0.239
H -1.42 3.19 -0.51 0.256
H -1.95 4.21 0.82 0.253
H -3.77 1.30 2.37 0.239
H -3.11 2.61 3.35 0.256
H -2.59 0.96 3.65 0.232
H 0.96 2.42 1.84 0.249
H 0.30 1.87 3.38 0.239
H 0.01 3.52 2.84 0.255

=====

Entry 5:
67
Properties=species:S:1:pos:R:3:nbo_charge:R:1 method="wB97M-V/def2-TZVPD" lumo_energy_ev=0.32 mol_weight_g_mol=608.16 charge=0 homo_ev=-7.82 relative_energy_ev=0.7290 gap_ev=8.133
Mg -0.55 -0.37 0.01 1.823
C -3.65 -1.56 -0.07 -0.429
N -2.37 -1.89 0.57 -0.513
C -2.58 -1.98 2.01 -0.418
C -1.97 -3.26 0.03 -0.251
C -0.97 -3.26 -1.08 -0.236
N 0.17 -2.34 -0.76 -0.552
C 0.84 -2.83 0.41 -0.462
C 1.03 -2.17 -1.90 -0.427
H -4.40 -2.33 -0.12 0.182
H -3.40 -1.31 -1.13 0.221
H -3.97 -0.66 0.43 0.211
H -3.31 -2.79 2.27 0.175
H -2.92 -0.98 2.33 0.215
H -1.63 -2.23 2.52 0.214
H -2.88 -3.72 -0.38 0.203
H -1.70 -3.93 0.86 0.206
H -1.47 -2.93 -1.99 0.224
H -0.55 -4.26 -1.34 0.197
H 0.68 -3.89 0.58 0.190
H 0.46 -2.31 1.33 0.232
H 1.90 -2.60 0.41 0.214
H 1.64 -3.03 -2.18 0.178
H 1.73 -1.35 -1.71 0.201
H 0.45 -1.95 -2.84 0.241
N 3.63 1.15 1.44 -0.854
C 4.45 2.10 0.71 -0.218
C 4.26 2.00 -0.80 -0.422
C 2.90 2.59 -1.36 -0.414
C 1.76 1.66 -1.61 -0.228
N 1.27 1.02 -0.34 -0.976
H 3.63 1.31 2.44 0.381
H 3.99 0.20 1.32 0.361
H 5.52 1.96 0.99 0.178
H 4.12 3.12 1.02 0.193
H 4.43 0.96 -1.17 0.198
H 5.07 2.55 -1.30 0.221
H 3.15 3.06 -2.33 0.219
H 2.61 3.39 -0.62 0.200
H 1.99 0.87 -2.29 0.192
H 0.96 2.22 -2.13 0.208
H 0.82 1.77 0.21 0.374
H 2.14 0.83 0.25 0.421
Cl 0.18 1.79 7.43 -0.023
C 0.09 1.32 5.72 -0.063
C -0.70 1.95 4.76 -0.243
C -0.74 1.48 3.46 -0.129
Cl -1.56 2.33 2.20 0.003
C -0.04 0.31 3.04 0.350
O -0.18 -0.15 1.86 -0.948
C 0.82 -0.27 4.08 -0.129
Cl 1.68 -1.71 3.57 -0.020
C 0.86 0.23 5.35 -0.203
H -1.28 2.84 5.08 0.241
H 1.45 -0.29 6.08 0.229
F -2.89 3.18 -5.80 -0.303
C -2.60 2.34 -4.79 0.222
C -3.08 2.61 -3.50 0.280
F -3.81 3.75 -3.21 -0.303
C -2.75 1.73 -2.46 0.222
F -3.17 1.97 -1.18 -0.313
C -1.86 0.65 -2.72 0.315
O -1.35 -0.11 -1.80 -0.956
C -1.64 0.30 -4.08 0.234
F -1.05 -0.90 -4.31 -0.316
C -1.93 1.14 -5.09 0.276
F -1.74 0.69 -6.36 -0.297

=====

Entry 6:
17
Properties=species:S:1:pos:R:3:nbo_charge:R:1 method="wB97M-V/def2-TZVPD" lumo_energy_ev=-3.79 mol_weight_g_mol=107.20 charge=+1 homo_ev=-12.60 relative_energy_ev=0.5434 gap_ev=8.808
C 1.23 -0.70 2.49 -0.616
C 2.17 0.06 1.57 -0.501
S 1.37 1.41 0.64 -0.067
H 0.55 -1.37 1.95 0.201
H 0.66 -0.04 3.13 0.218
H 1.83 -1.42 3.04 0.232
H 2.85 0.61 2.22 0.224
H 2.79 -0.62 0.99 0.234
H 1.83 1.04 -0.56 0.119
N -0.88 0.65 -1.79 -0.703
C -2.13 0.31 -1.60 0.398
N -2.80 -0.50 -2.38 -0.708
H -0.36 0.30 -2.59 0.423
H -0.41 1.09 -0.99 0.448
H -2.52 0.53 -0.61 0.236
H -3.81 -0.51 -2.29 0.441
H -2.38 -0.85 -3.23 0.423

=====

Entry 7:
56
Properties=species:S:1:pos:R:3:mulliken_charge:R:1 method="wB97M-V/def2-TZVPD" lumo_energy_ev=-3.31 mol_weight_g_mol=335.49 charge=+1 homo_ev=-12.30 relative_energy_ev=21.8861 gap_ev=8.991
Ca -8.89 -21.40 -19.04 1.415
F -7.82 -20.34 -17.89 -0.407
C -6.50 -18.84 -15.85 -1.026
C -6.77 -17.91 -17.05 -0.498
O -7.99 -18.17 -17.67 -0.760
H -7.12 -18.57 -14.99 0.384
H -5.43 -18.73 -15.66 0.466
H -6.67 -19.90 -16.06 0.330
H -5.97 -18.18 -17.73 0.216
H -6.69 -16.83 -16.91 0.562
H -8.04 -19.12 -17.77 0.667
C -3.83 -21.32 -17.70 -1.676
C -5.21 -20.97 -17.22 -0.013
O -5.96 -20.64 -18.34 -0.703
H -3.23 -21.63 -16.85 0.413
H -3.42 -20.42 -18.16 0.379
H -3.77 -22.22 -18.32 0.383
H -5.13 -20.09 -16.57 -0.002
H -5.65 -21.77 -16.63 0.254
H -6.82 -20.37 -18.02 0.364
C -7.99 -18.08 -20.75 -1.366
C -7.67 -19.52 -20.40 0.715
O -8.88 -20.28 -20.34 -0.478
H -8.62 -17.62 -19.99 0.285
H -8.58 -17.97 -21.66 0.425
H -7.08 -17.48 -20.80 0.355
H -7.04 -19.65 -19.51 -0.152
H -7.02 -19.87 -21.20 0.292
H -9.32 -20.23 -21.19 0.299
C -9.17 -20.05 -14.13 -1.610
C -9.35 -20.08 -15.61 -0.397
O -8.48 -21.03 -16.15 -0.527
H -9.40 -21.04 -13.73 0.364
H -9.86 -19.36 -13.64 0.462
H -8.18 -19.72 -13.79 0.272
H -9.14 -19.12 -16.08 0.226
H -10.39 -20.34 -15.84 0.755
H -7.95 -20.62 -16.84 -1.047
C -10.78 -23.73 -17.03 -1.215
C -10.87 -22.20 -17.06 -0.455
O -9.67 -21.62 -17.50 -0.874
H -11.68 -24.18 -16.60 0.475
H -9.95 -24.06 -16.39 0.266
H -10.64 -24.23 -17.99 0.232
H -11.10 -21.91 -16.03 0.283
H -11.70 -21.97 -17.72 0.411
H -9.14 -21.29 -16.76 2.033
C -6.34 -23.52 -17.93 -1.359
C -7.70 -23.14 -17.44 0.708
O -8.53 -22.97 -18.55 -0.484
H -5.55 -23.72 -17.20 0.456
H -5.85 -22.71 -18.49 0.276
H -6.40 -24.37 -18.61 0.402
H -7.61 -22.24 -16.83 -0.408
H -8.07 -23.88 -16.73 0.092
H -8.56 -23.86 -18.90 0.539